Formula: C8H16OSi
Source: the OMol25 dataset
Level of theory: wB97M-V/def2-TZVPD

**Energy above the lowest of the compared OMol25 structures with the same formula, charge and spin**: 4.2245 eV
**Maximum force**: 0.08092 Eh/bohr
**Lowest unoccupied orbital energy**: 0.729 eV

Cartesian coordinates (Å):
1 C 1.418 -2.942 0.391
2 C 1.852 0.783 -2.652
3 C 1.458 -1.572 0.461
4 C 0.662 0.416 -2.315
5 C -1.924 1.540 0.975
6 C 0.517 2.211 1.544
7 C -1.996 -2.159 -0.471
8 C -0.521 0.989 1.424
9 O -1.492 -0.922 -0.094
10 Si 0.005 -0.336 0.164
11 H 2.134 -3.671 0.545
12 H 0.458 -3.420 0.210
13 H 2.180 0.878 -3.775
14 H 2.662 0.835 -2.003
15 H 2.435 -1.072 0.651
16 H 0.025 0.106 -3.093
17 H -2.764 0.918 0.927
18 H -2.373 2.136 1.733
19 H -1.866 2.149 0.005
20 H 1.316 1.687 1.874
21 H 0.142 2.926 2.253
22 H 0.633 2.705 0.586
23 H -1.421 -2.485 -1.427
24 H -3.144 -2.125 -0.476
25 H -1.581 -2.907 0.197
26 H -0.550 0.486 2.405

Here are the Löwdin charges for atoms 1 to 4, given in e: -0.04 -0.19 -0.20 -0.13